# 1
Density functional theory data (ωB97M-V/def2-TZVPD) for a single C4H7NO3 molecule at a distorted geometry.

Last column: Löwdin charge in e.
Atoms and positions in Å:
O -1.880 1.111 -0.159  0.047
O 1.438 2.773 -0.014  0.106
O 1.245 0.946 1.369  0.075
N -1.333 -1.062 -0.003  0.019
C -1.017 0.249 -0.321  -0.478
C -0.315 -2.105 0.199  -0.089
C 0.342 0.675 -0.773  -0.025
C 1.023 1.505 0.287  -0.455
H 0.258 1.300 -1.665  0.135
H 1.733 3.160 0.843  0.142
H -2.234 -1.141 0.471  0.145
H -0.815 -2.950 0.711  0.088
H 0.521 -1.738 0.821  0.082
H 0.096 -2.516 -0.754  0.087
H 0.937 -0.207 -1.012  0.121

Atoms 1-3, force components in eV/Å:
O 0.6 -0.5 -0.4
O -0.7 -1.1 0.8
O -0.3 1.9 -1.8

Strongest force on any atom: 3.08 eV/A
Energy above the lowest of the compared OMol25 structures with the same formula, charge and spin: 75.38 kJ/mol
Net charge: 0
E_LUMO: 0.0259 Ha
HOMO-LUMO gap: 10.441 eV
DFT total energy: -11894.496 eV
SMILES: CNC(=O)CC(=O)O

***

# 2
Density functional theory data (ωB97M-V/def2-TZVPD) for a single C4H7NO3 molecule at a distorted geometry.

Last column: Löwdin charge in e.
Atoms and positions in Å:
O 0.529 1.381 -0.993  -0.217
O 1.455 2.312 -0.468  -0.051
O 0.907 -1.074 -1.247  0.109
N -1.373 1.190 -0.201  0.307
C 1.332 -0.159 0.942  -0.001
C -1.947 -1.243 -0.034  -0.014
C 0.632 -0.275 -0.395  -0.484
C -1.157 0.009 -0.137  -0.300
H 1.441 2.981 -1.173  0.103
H 2.384 0.055 0.756  0.097
H -1.697 -1.759 0.894  0.093
H 1.253 -1.120 1.453  0.094
H 0.910 0.634 1.552  0.087
H -3.016 -1.044 -0.085  0.085
H -1.652 -1.888 -0.865  0.093

Atoms 1-3, force components in eV/Å:
O -0.5 -0.1 0.3
O 0.2 -0.1 -0.2
O -0.6 0.6 0.5

Strongest force on any atom: 1.48 eV/A
Energy above the lowest of the compared OMol25 structures with the same formula, charge and spin: 745.55 kJ/mol
Net charge: 0
E_LUMO (spin up / spin down): -0.0435 / -0.0435 Ha
HOMO-LUMO gap (spin up / spin down): 7.681 / 7.678 eV
DFT total energy: -11887.550 eV

***

# 3
Density functional theory data (ωB97M-V/def2-TZVPD) for a single C4H7NO3 molecule at a distorted geometry.

Last column: Löwdin charge in e.
Atoms and positions in Å:
O -1.444 -1.715 -1.573  0.113
O 3.052 0.349 2.168  0.043
O -2.921 -0.140 -1.810  0.231
N 0.222 0.049 -0.284  -0.117
C -1.210 0.288 -0.262  -0.173
C -2.001 -0.497 -1.346  -0.630
C 2.405 -0.089 1.266  -0.280
C 1.023 0.655 0.955  -0.125
H 0.576 0.285 -1.298  0.166
H -1.552 1.250 -0.459  0.092
H 1.394 1.751 0.864  0.126
H -0.588 -1.520 -1.242  0.042
H 0.184 0.544 1.880  0.171
H -1.713 -0.215 0.710  0.181
H 2.572 -0.995 0.432  0.159

Atoms 1-3, force components in eV/Å:
O -1.0 0.0 -0.8
O 0.5 -1.1 -0.6
O -10.8 4.2 -5.3

Strongest force on any atom: 12.68 eV/A
Energy above the lowest of the compared OMol25 structures with the same formula, charge and spin: 392.77 kJ/mol
Net charge: 0
E_LUMO: 0.0194 Ha
HOMO-LUMO gap: 10.666 eV
DFT total energy: -11891.207 eV
SMILES: O=CCNCC(=O)O

***

# 4
Density functional theory data (ωB97M-V/def2-TZVPD) for a 2-piece molecular cluster, C4H7NO3S overall at a distorted geometry.

Last column: Löwdin charge in e.
Atoms and positions in Å:
S -2.275 0.551 0.088  0.606
O -2.849 0.746 1.488  -0.616
O -3.001 1.254 -1.027  -0.625
O 3.776 2.285 -0.421  -0.221
N 1.959 0.897 -0.565  0.037
C 3.102 1.222 -0.190  -0.824
C -2.843 -1.075 -0.567  -0.360
C 3.783 0.193 0.745  -0.096
C -3.907 -1.701 -0.106  -0.135
H 1.580 1.514 -1.328  0.033
H -4.072 -2.782 -0.533  0.050
H 4.165 0.565 1.728  0.054
H -2.339 -1.545 -1.361  0.033
H 4.567 -0.421 0.396  0.021
H -4.626 -1.298 0.614  0.033
H 2.980 -0.406 1.039  0.010

Atoms 1-3, force components in eV/Å:
S 0.2 -0.1 0.3
O -0.2 -0.5 -1.6
O -0.3 1.1 0.1

Strongest force on any atom: 4.62 eV/A
Energy above the lowest of the compared OMol25 structures with the same formula, charge and spin: 0.00 kJ/mol
Net charge: -2
E_LUMO: 0.2261 Ha
HOMO-LUMO gap: 6.733 eV
DFT total energy: -22726.794 eV

***

# 5
Density functional theory data (ωB97M-V/def2-TZVPD) for C4H7NO3S as an isolated structure at a distorted geometry.

Last column: Löwdin charge in e.
Atoms and positions in Å:
S 0.159 -2.872 0.176  0.642
O 0.842 -3.878 -0.573  -0.237
O -0.238 -3.073 1.545  -0.252
O -1.063 -2.250 -0.568  -0.220
N 1.165 -1.412 0.262  -0.020
C -1.281 -0.956 -0.071  -0.128
C 0.191 0.800 0.886  -0.010
C 1.091 -0.685 -1.089  -0.029
C 0.171 -0.417 0.000  -0.564
H 1.997 -0.051 -1.242  0.130
H -2.056 -0.527 -0.689  0.145
H 0.813 -1.331 -1.964  0.134
H -0.024 1.732 0.327  0.095
H -0.675 0.725 1.614  0.100
H 1.079 0.911 1.461  0.075
H -1.528 -1.114 1.025  0.138

Atoms 1-3, force components in eV/Å:
S 2.7 0.3 2.1
O -1.0 0.4 0.0
O 0.2 -0.3 -0.9

Strongest force on any atom: 3.44 eV/A
Energy above the lowest of the compared OMol25 structures with the same formula, charge and spin: 151.57 kJ/mol
Net charge: 0
E_LUMO: 0.0265 Ha
HOMO-LUMO gap: 11.673 eV
DFT total energy: -22727.080 eV

***

# 6
Density functional theory data (ωB97M-V/def2-TZVPD) for a single C4H7NO4 molecule at a distorted geometry.

Last column: Löwdin charge in e.
Atoms and positions in Å:
O -2.008 -1.354 -0.154  0.079
O 1.051 0.259 -1.226  0.069
O -0.499 1.661 -1.931  0.181
O 0.437 2.037 0.079  0.077
N -1.202 0.322 1.181  0.164
C 1.307 -1.274 0.651  -0.035
C -1.165 -0.594 0.228  -0.506
C 0.336 1.345 -0.935  -0.607
C 0.390 -0.782 -0.456  -0.215
H 0.845 -2.112 1.169  0.092
H 1.514 -0.478 1.364  0.084
H -0.468 1.147 1.133  0.126
H 2.250 -1.611 0.223  0.085
H -2.087 0.476 1.641  0.117
H -0.910 2.522 -1.769  0.144
H 0.207 -1.563 -1.198  0.144

Atoms 1-3, force components in eV/Å:
O -0.6 -0.4 0.2
O -1.1 0.7 0.7
O 0.4 -0.3 -0.1

Strongest force on any atom: 3.45 eV/A
Energy above the lowest of the compared OMol25 structures with the same formula, charge and spin: 121.26 kJ/mol
Net charge: 0
E_LUMO: 0.0191 Ha
HOMO-LUMO gap: 10.372 eV
DFT total energy: -13941.380 eV
SMILES: C[C@H](OC(=O)O)C(N)=O

***

# 7
Density functional theory data (ωB97M-V/def2-TZVPD) for a 2-piece molecular cluster, C4H7NO4 overall at a distorted geometry.

Last column: Löwdin charge in e.
Atoms and positions in Å:
O 0.107 0.666 1.859  0.011
O 1.352 2.173 -0.250  0.144
O 0.790 -1.206 0.135  -0.138
O -1.930 -0.638 0.704  0.226
N -0.499 1.301 0.737  0.025
C 0.225 1.813 -0.384  -0.457
C 0.752 -2.535 0.627  -0.125
C -0.656 1.910 -1.596  0.026
C -1.069 0.115 0.898  -0.332
H -0.255 -2.746 0.992  0.075
H 0.958 -3.244 -0.177  0.082
H 1.395 -0.671 0.683  0.091
H -0.605 0.967 -2.140  0.099
H 1.429 -2.710 1.467  0.090
H -0.296 2.722 -2.222  0.093
H -1.698 2.082 -1.332  0.092

Atoms 1-3, force components in eV/Å:
O -0.8 -1.5 0.4
O 0.3 0.0 -0.1
O 0.7 0.4 0.0

Strongest force on any atom: 2.44 eV/A
Energy above the lowest of the compared OMol25 structures with the same formula, charge and spin: 466.14 kJ/mol
Net charge: 0
E_LUMO: 0.0265 Ha
HOMO-LUMO gap: 10.745 eV
DFT total energy: -13937.806 eV
SMILES: CC(=O)N1OC1=O.CO

***

# 8
Density functional theory data (ωB97M-V/def2-TZVPD) for a 2-piece molecular cluster, C4H7NO5 overall at a distorted geometry.

Last column: Löwdin charge in e.
Atoms and positions in Å:
O -0.136 -1.387 1.105  -0.069
O -2.263 2.148 0.462  0.103
O 0.160 -1.532 -1.561  0.072
O -1.919 -0.812 -1.201  0.055
O -2.211 0.404 1.716  0.084
N -1.706 1.199 0.953  -0.362
C 0.350 -0.106 1.450  -0.180
C 0.261 1.677 -0.342  0.146
C -1.021 -1.115 -1.940  -0.411
C -0.300 0.982 0.635  -0.214
H -0.308 2.420 -0.876  0.088
H 1.285 1.522 -0.632  0.089
H -1.081 -1.060 -3.038  0.142
H 0.188 -1.596 -0.562  0.087
H 0.175 0.087 2.516  0.133
H 1.425 -0.123 1.259  0.135
H -1.100 -1.383 1.248  0.102

Atoms 1-3, force components in eV/Å:
O -0.2 -0.4 0.1
O -0.3 0.2 -0.1
O 0.9 -0.4 0.4

Strongest force on any atom: 1.11 eV/A
Energy above the lowest of the compared OMol25 structures with the same formula, charge and spin: 398.15 kJ/mol
Net charge: 0
E_LUMO: -0.0235 Ha
HOMO-LUMO gap: 9.974 eV
DFT total energy: -15985.805 eV
SMILES: C=C(CO)[N+](=O)[O-].O=CO

***

# 9
Density functional theory data (ωB97M-V/def2-TZVPD) for a single C4H7NOS molecule at a distorted geometry.

Last column: Löwdin charge in e.
Atoms and positions in Å:
S -0.628 -0.911 -0.529  0.937
O 0.755 1.398 -0.729  -0.108
N -1.743 0.151 0.234  -0.413
C -2.951 0.252 -0.081  -0.189
C 1.527 0.589 0.166  -0.410
C 2.022 -0.641 -0.317  -0.111
C 0.709 -0.598 0.510  -0.540
H 2.707 -1.176 0.394  0.123
H 1.881 1.071 1.059  0.144
H 0.717 -1.070 1.418  0.071
H 2.116 -0.877 -1.474  0.163
H -3.554 0.916 0.709  0.108
H -0.204 1.373 -0.315  0.095
H -3.355 -0.477 -1.045  0.129

Atoms 1-3, force components in eV/Å:
S -1.7 -0.4 0.1
O -1.0 0.4 1.5
N 1.0 -0.1 0.3

Strongest force on any atom: 4.03 eV/A
Energy above the lowest of the compared OMol25 structures with the same formula, charge and spin: 407.85 kJ/mol
Net charge: 0
E_LUMO: 0.0313 Ha
HOMO-LUMO gap: 9.506 eV
DFT total energy: -18630.323 eV
SMILES: C=NS[C@H]1C[C@H]1O

***

# 10
Density functional theory data (ωB97M-V/def2-TZVPD) for C4H7NOS as an isolated structure at a distorted geometry.

Last column: Löwdin charge in e.
Atoms and positions in Å:
S 1.875 0.771 1.754  0.605
O 1.232 0.959 -1.967  -0.221
N 0.287 -1.116 0.742  -0.088
C 0.075 1.138 -0.820  -0.165
C 0.786 -0.505 1.863  -0.683
C -1.260 -0.957 0.375  -0.063
C -0.256 -0.387 -0.553  -0.255
H 0.655 1.983 0.095  0.133
H 0.648 0.449 -2.724  0.119
H -0.843 1.642 -1.185  0.084
H 0.021 -1.042 -1.608  0.191
H -1.895 -1.805 0.147  0.093
H -1.794 -0.126 0.969  0.136
H 0.468 -1.003 2.913  0.113

Atoms 1-3, force components in eV/Å:
S -0.8 -1.7 1.0
O -5.1 -0.8 -0.3
N -3.6 0.5 -2.1

Strongest force on any atom: 5.13 eV/A
Energy above the lowest of the compared OMol25 structures with the same formula, charge and spin: 554.47 kJ/mol
Net charge: 0
E_LUMO: -0.0007 Ha
HOMO-LUMO gap: 8.397 eV
DFT total energy: -18628.803 eV

***

# 11
Density functional theory data (ωB97M-V/def2-TZVPD) for C4H7NOS as an isolated structure at a distorted geometry.

Last column: Löwdin charge in e.
Atoms and positions in Å:
S 0.471 1.691 -0.061  0.705
O -1.400 -1.691 -0.096  -0.160
N -1.018 -0.292 -0.254  -0.350
C -2.157 0.476 0.225  -0.156
C 2.586 -0.803 -0.050  0.058
C 0.269 0.049 0.055  -0.767
C 1.244 -1.008 0.219  -0.186
H 1.024 -1.942 0.617  0.068
H -0.674 -2.207 -1.015  0.280
H -3.059 0.514 -0.804  0.162
H 2.740 0.196 -0.496  0.044
H 3.279 -1.497 0.531  0.097
H -2.736 -0.316 1.353  0.178
H -1.432 1.484 0.638  0.028

Atoms 1-3, force components in eV/Å:
S 1.8 0.3 0.4
O 4.3 -1.4 -4.7
N -1.3 -2.3 1.4

Strongest force on any atom: 6.51 eV/A
Energy above the lowest of the compared OMol25 structures with the same formula, charge and spin: 771.83 kJ/mol
Net charge: 0
E_LUMO: -0.0285 Ha
HOMO-LUMO gap: 7.743 eV
DFT total energy: -18626.550 eV

***

# 12
Density functional theory data (ωB97M-V/def2-TZVPD) for a single C4H7NOS molecule at a distorted geometry.

Last column: Löwdin charge in e.
Atoms and positions in Å:
S -0.483 -0.672 -1.295  0.908
O 0.476 0.584 0.840  -0.194
N -0.522 2.927 -1.356  0.186
C -0.130 1.912 -0.960  -0.244
C -0.753 0.807 1.578  -0.056
C 0.390 0.641 -0.533  -0.731
C 0.512 -2.077 -0.756  -0.369
H -0.474 0.735 2.599  0.077
H -1.409 -0.081 1.432  0.088
H 0.667 -2.061 0.301  0.029
H 0.031 -2.999 -0.945  0.023
H -1.228 1.752 1.274  0.094
H 1.516 -2.039 -1.212  0.053
H 1.408 0.571 -0.966  0.136

Atoms 1-3, force components in eV/Å:
S -1.6 -1.4 -0.9
O 0.1 0.1 1.3
N 0.4 -1.1 0.6

Strongest force on any atom: 2.73 eV/A
Energy above the lowest of the compared OMol25 structures with the same formula, charge and spin: 160.56 kJ/mol
Net charge: 0
E_LUMO: 0.0251 Ha
HOMO-LUMO gap: 10.096 eV
DFT total energy: -18632.886 eV
SMILES: CO[C@H](C#N)SC